Record 1
Computed, not measured: a structure of composition C29H35F5GeN5O5SSn, with the ωB97M-V functional and the def2-TZVPD basis.

Its expectation value of S² is 0.7673. The value obtained for the HOMO energy (spin up / spin down) is -0.0214 / -0.0876 Ha. Its molar mass is 852.01 g/mol. The spin multiplicity is 2. As for the net charge: -2. The calculation puts the LUMO energy (spin up / spin down) at 0.1316 / 0.1316 Eh. The calculation puts the energy above the lowest of the compared OMol25 structures with the same formula, charge and spin at 12.4 kcal per mole. As for the total energy: -4964.77481 a.u.

Atoms and positions in Å:
Sn 0.50450 -0.45462 -0.43878
Ge -1.83172 0.50596 -2.92920
S 1.48957 1.35730 3.15087
F 0.40872 5.70933 5.67262
F -2.08448 4.84581 6.31805
F -2.93310 2.40640 5.48749
F 2.03436 4.16135 4.21105
F -1.33027 0.84671 4.02014
O 1.81731 -1.80167 -1.29832
O -2.00309 1.24324 -1.22968
O -0.02223 0.99057 -2.97598
O 2.25437 -0.63003 0.89715
O -1.32891 -1.17753 -2.19145
N -1.13222 -4.56702 4.74348
N -3.54656 -5.47171 1.16651
N 3.04563 -1.67609 0.55296
N 2.84790 -2.34091 -0.61320
N -0.63047 -2.16097 0.97224
C -2.72708 -4.82726 1.66743
C 5.98414 -3.43400 1.86033
C 0.41528 2.44147 4.04761
C 2.05213 1.96796 -3.47920
C -3.71126 -0.12007 -0.20301
C -1.72624 -4.05120 2.29734
C 0.53934 2.07538 -3.66277
C -2.55671 -2.57818 -3.73786
C 0.81395 3.69515 4.49818
C 4.14653 -1.52421 2.68710
C 4.98893 -3.04121 0.98738
C -3.18173 1.29282 -0.46740
C 1.72138 2.34404 1.65231
C -1.70654 2.82526 5.16622
C -4.25434 2.13178 -1.17061
C 4.03774 -2.07508 1.39345
C -0.09529 -2.20070 -4.02406
C -1.10778 -3.01656 1.58742
C -0.86512 2.02859 4.40269
C 0.20225 2.02516 -5.15788
C -1.27739 4.06682 5.58993
C 6.08800 -2.89831 3.14239
C -1.38816 -4.32174 3.64283
C 5.15472 -1.94003 3.53398
C -2.80278 1.95141 0.86016
C -0.95484 -3.52938 -2.08762
C -0.01037 4.50699 5.25443
C 0.03539 3.39347 -3.06436
C -1.23082 -2.34506 -3.00802
H 0.29636 3.43892 -2.00530
H -0.87626 2.10277 -5.30817
H -3.65712 1.99539 1.54249
H -2.93893 -0.72035 0.28108
H -3.96561 -0.60987 -1.14617
H -0.88339 -4.45321 -2.66818
H 2.35038 1.72610 1.01442
H 0.53659 1.07364 -5.57668
H 4.91494 -3.45852 -0.00548
H -1.05317 3.44617 -3.14083
H 6.86558 -3.22698 3.82064
H 2.20779 3.29106 1.87523
H 0.46833 4.25750 -3.57872
H -1.75841 -3.63537 -1.35634
H 5.20942 -1.51293 4.52973
H 2.40249 1.00967 -3.86656
H -2.44056 2.96673 0.67841
H -5.14912 2.22892 -0.54836
H -2.51402 -3.50531 -4.31613
H 3.42281 -0.78591 2.99608
H -4.53670 1.66966 -2.11861
H 0.69166 2.84063 -5.69884
H -4.60081 -0.09936 0.43334
H -3.86075 3.12939 -1.38136
H -0.29414 -1.36519 -4.70046
H 0.75782 2.49887 1.16964
H -0.01435 -3.38331 -1.55640
H 0.00494 -3.11621 -4.61495
H 6.70542 -4.17503 1.53085
H 2.57585 2.77990 -3.99283
H 2.29857 2.00446 -2.41596
H -2.00408 1.37800 1.33572
H -2.78011 -1.75322 -4.41674
H 0.84526 -2.01047 -3.50693
H -3.36932 -2.65593 -3.01192

How positive or negative is each atom? The Löwdin charges in e answer that:
1 Sn 1.347
2 Ge 0.881
3 S 0.953
4 F 0.106
5 F 0.114
6 F 0.120
7 F 0.088
8 F 0.111
9 O -0.435
10 O -0.402
11 O -0.412
12 O -0.404
13 O -0.444
14 N 0.087
15 N 0.089
16 N -0.246
17 N -0.029
18 N 0.109
19 C -0.277
20 C -0.137
21 C -0.385
22 C -0.041
23 C -0.041
24 C -0.293
25 C -0.740
26 C -0.077
27 C -0.223
28 C -0.032
29 C -0.046
30 C -0.736
31 C -0.371
32 C -0.141
33 C -0.068
34 C -0.214
35 C -0.044
36 C -0.181
37 C -0.228
38 C -0.068
39 C -0.141
40 C -0.153
41 C -0.274
42 C -0.126
43 C -0.045
44 C -0.046
45 C -0.145
46 C -0.048
47 C -0.710
48 H 0.081
49 H 0.053
50 H 0.080
51 H 0.068
52 H 0.069
53 H 0.083
54 H 0.011
55 H 0.076
56 H 0.083
57 H 0.070
58 H 0.074
59 H 0.032
60 H 0.074
61 H 0.076
62 H 0.089
63 H 0.086
64 H 0.080
65 H 0.074
66 H 0.076
67 H 0.058
68 H 0.055
69 H 0.072
70 H 0.080
71 H 0.076
72 H 0.064
73 H 0.031
74 H 0.058
75 H 0.079
76 H 0.085
77 H 0.075
78 H 0.077
79 H 0.067
80 H 0.040
81 H 0.068
82 H 0.081

---

Record 2
Computed, not measured: a structure of composition C29H35GeKN8O5S, with the ωB97M-V functional and the def2-TZVPD basis.

The value obtained for the HOMO energy is 0.0021 Ha. Its molar mass is 719.42 g/mol. The spin multiplicity is 1. As for the net charge: -2. The calculation puts the LUMO energy at 0.1315 Eh. The calculation puts the energy above the lowest of the compared OMol25 structures with the same formula, charge and spin at 37.7 kcal per mole. As for the total energy: -5015.18913 a.u.

Atoms and positions in Å:
Ge 2.27521 0.72165 -3.34537
K -0.82417 -0.83626 -0.27622
S -0.41684 1.91640 0.65054
O -0.02637 0.95152 -1.75880
O -1.53201 1.96472 -3.17144
O 3.90967 -5.34536 3.37210
O -1.69582 1.17695 0.62570
O 2.65879 -4.59673 5.10174
N -2.11033 -1.76256 1.93567
N 0.48834 -3.00194 -1.53645
N -1.89374 -0.20444 -2.34112
N 0.28359 -2.75435 1.11681
N -1.06351 0.79108 -2.71331
N -3.89628 -1.37317 -2.31657
N -3.18018 -2.47573 -1.79422
N -3.88931 0.82807 -3.19515
C -2.35713 -0.68588 4.48656
C 1.99484 -4.03584 2.90065
C 3.90982 -0.42746 -3.45515
C -1.63317 7.00659 3.79273
C 2.75361 -3.98759 -2.78764
C -3.34925 -0.48098 3.53736
C 0.58900 -3.01942 -2.85893
C 1.34479 -3.42622 0.66684
C 1.04288 -0.00215 -2.02633
C 1.50561 -3.46274 -0.80936
C 1.68152 -3.52857 -3.54019
C -0.74888 3.37889 1.66024
C -2.04342 3.63667 2.07697
C 0.25243 4.31485 1.89688
C 0.86435 -3.37551 3.34888
C -2.33008 4.80384 2.76932
C 1.51334 0.62130 -5.18036
C -1.33398 5.73559 3.04181
C 2.23394 -4.05898 1.53653
C -1.24579 -1.42794 4.13827
C -0.03992 5.47419 2.59153
C 2.67316 -3.94726 -1.41118
C 2.96481 -4.72794 3.89950
C 3.01934 2.60784 -3.27648
C -3.14999 -0.20073 -2.61232
C -3.16713 -1.03999 2.28364
C 0.53689 1.08704 1.98443
C -1.14693 -1.96121 2.84938
C 0.04471 -2.72558 2.42891
H -2.44033 -0.25752 5.47778
H 3.63506 2.81913 -4.15617
H -4.22936 0.10671 3.75989
H 0.74243 6.20029 2.78633
H -0.87610 7.18981 4.55701
H -3.34452 4.99761 3.10075
H 4.68287 0.03533 -4.07473
H -2.80696 2.90242 1.84672
H 0.64279 -3.40605 4.40717
H 3.10609 -4.59744 1.19641
H -3.07469 -2.32111 -0.79528
H -1.63805 7.86852 3.12103
H 1.59053 -0.07172 -1.06612
H 2.22026 0.98532 -5.93342
H -3.18818 1.54294 -3.47007
H -2.22063 -2.45531 -2.15211
H -0.14603 0.92939 2.81985
H 3.50882 -4.27603 -0.81066
H 3.64875 -4.35910 -3.27178
H 0.89414 0.12681 1.61092
H 0.59774 1.21388 -5.23837
H 1.25817 4.13002 1.53452
H -3.91352 -0.89824 1.50724
H 2.19473 3.32325 -3.24526
H -2.60748 6.95397 4.27859
H 1.71184 -3.52396 -4.62135
H 4.33034 -0.60955 -2.46218
H 1.25885 -0.41592 -5.41284
H 3.62999 2.74593 -2.38019
H -4.44273 -1.68484 -3.11035
H 3.65262 -1.39555 -3.88753
H 1.37244 1.71939 2.27919
H -0.24994 -2.59838 -3.40299
H -0.44294 -1.58131 4.84598
H -4.52345 0.51667 -3.92441

How positive or negative is each atom? The natural (NBO) charges in e answer that:
1 Ge 1.561
2 K 0.833
3 S 1.354
4 O -0.527
5 O -0.777
6 O -0.756
7 O -1.009
8 O -0.763
9 N -0.437
10 N -0.415
11 N -0.439
12 N -0.458
13 N 0.224
14 N -0.479
15 N -0.660
16 N -0.885
17 C -0.174
18 C -0.069
19 C -1.091
20 C -0.622
21 C -0.172
22 C -0.275
23 C 0.101
24 C 0.243
25 C -0.819
26 C 0.143
27 C -0.278
28 C -0.163
29 C -0.237
30 C -0.223
31 C -0.222
32 C -0.205
33 C -1.096
34 C -0.036
35 C -0.231
36 C -0.249
37 C -0.222
38 C -0.248
39 C 0.739
40 C -1.095
41 C 0.452
42 C 0.073
43 C -0.818
44 C 0.189
45 C 0.126
46 H 0.206
47 H 0.194
48 H 0.211
49 H 0.200
50 H 0.209
51 H 0.199
52 H 0.199
53 H 0.249
54 H 0.236
55 H 0.239
56 H 0.340
57 H 0.213
58 H 0.121
59 H 0.188
60 H 0.441
61 H 0.352
62 H 0.227
63 H 0.213
64 H 0.202
65 H 0.235
66 H 0.246
67 H 0.217
68 H 0.200
69 H 0.223
70 H 0.208
71 H 0.209
72 H 0.211
73 H 0.206
74 H 0.199
75 H 0.329
76 H 0.210
77 H 0.224
78 H 0.205
79 H 0.226
80 H 0.327

---

Record 3
Computed, not measured: a structure of composition C29H35N2ReSbSe, with the ωB97M-V functional and the def2-TZVPD basis.

Its expectation value of S² is 3.8041. The value obtained for the HOMO energy (spin up / spin down) is -0.5206 / -0.5403 Ha. Its molar mass is 798.54 g/mol. The spin multiplicity is 4. As for the net charge: +2. The calculation puts the LUMO energy (spin up / spin down) at -0.2709 / -0.2917 Eh. The calculation puts the energy above the lowest of the compared OMol25 structures with the same formula, charge and spin at 0.0 kcal per mole. As for the total energy: -3954.93862 a.u.

Atoms and positions in Å:
Re -1.56041 0.03893 -0.45724
Sb 1.12859 0.33313 -0.54166
Se -2.59493 1.87203 -1.60452
N -1.40218 -2.01808 0.01044
N -2.82746 5.48275 1.38502
C -2.15481 1.16738 3.63173
C 1.10838 0.95996 -3.48185
C -1.16720 -4.34653 -0.57396
C -2.67421 3.36353 -0.38447
C -3.89177 4.73520 1.11546
C 1.50400 1.66782 -2.18985
C -1.86844 -1.23422 3.55571
C 3.39681 1.02929 1.36811
C -3.87548 3.65677 0.23605
C 3.47157 -1.39285 -1.51165
C -1.53115 -2.34030 1.30479
C -0.99156 -5.32851 -1.57739
C -1.47344 -3.67531 1.72673
C -0.90481 -4.96557 -2.89110
C -2.01834 1.24398 2.25160
C 2.10979 -2.39297 0.38235
C 2.08408 -1.56851 -0.90066
C -1.24139 -2.99045 -0.94779
C 1.38987 2.57492 1.48938
C -1.15302 -2.63464 -2.30689
C -1.79726 0.07340 1.52124
C -1.55537 4.14329 -0.13750
C -1.28771 -4.66222 0.79750
C -1.73035 -1.17784 2.17943
C -0.99126 -3.60582 -3.25803
C -1.69184 5.19580 0.75891
C 1.87694 1.14256 1.31049
C -2.07691 -0.06073 4.27612
C 2.93027 2.20518 -2.21228
H 1.79246 3.24084 0.72327
H -2.10168 2.20088 1.74980
H -2.33301 2.06800 4.20397
H 1.42667 -2.04793 -1.62930
H 1.73462 2.94814 2.45602
H 3.67058 1.41359 -2.32743
H 3.03849 2.87764 -3.06583
H 1.41850 0.50262 2.06921
H 1.72775 0.08137 -3.67271
H -4.77128 3.07823 0.05794
H -1.57898 -3.91566 2.77395
H 3.90804 -2.37990 -1.67940
H -0.84357 5.83282 0.98367
H 0.30097 2.64342 1.48329
H -0.93488 -3.33227 -4.30317
H 4.14817 -0.84786 -0.85322
H -0.77866 -5.71659 -3.65820
H 0.80492 2.48497 -1.99612
H 1.12441 -2.50860 0.83526
H 3.74858 0.00054 1.30628
H 3.17210 2.77710 -1.31635
H -2.18970 -0.11100 5.35055
H 3.44157 -0.88425 -2.47465
H -1.22685 -1.59257 -2.61802
H -1.82400 -2.17835 4.08195
H 3.74146 1.43398 2.32209
H 0.05859 0.65330 -3.48089
H -1.23894 -5.69939 1.10573
H 2.48668 -3.39231 0.15407
H 2.77667 -1.96163 1.13005
H -0.61264 3.95917 -0.63215
H 3.87926 1.60836 0.57969
H -0.93707 -6.36937 -1.28535
H -4.80951 5.00134 1.62676
H 1.24127 1.64005 -4.32500

How positive or negative is each atom? The natural (NBO) charges in e answer that:
1 Re 0.944
2 Sb 1.381
3 Se 0.096
4 N -0.579
5 N -0.374
6 C -0.165
7 C -0.633
8 C -0.119
9 C -0.143
10 C 0.065
11 C -0.497
12 C -0.170
13 C -0.639
14 C -0.287
15 C -0.637
16 C 0.248
17 C -0.132
18 C -0.249
19 C -0.190
20 C -0.204
21 C -0.633
22 C -0.497
23 C 0.250
24 C -0.627
25 C -0.270
26 C -0.281
27 C -0.302
28 C -0.047
29 C -0.034
30 C -0.134
31 C 0.056
32 C -0.486
33 C -0.148
34 C -0.639
35 H 0.212
36 H 0.246
37 H 0.247
38 H 0.231
39 H 0.246
40 H 0.220
41 H 0.247
42 H 0.234
43 H 0.214
44 H 0.246
45 H 0.251
46 H 0.245
47 H 0.216
48 H 0.213
49 H 0.245
50 H 0.219
51 H 0.251
52 H 0.232
53 H 0.202
54 H 0.217
55 H 0.218
56 H 0.248
57 H 0.219
58 H 0.197
59 H 0.235
60 H 0.249
61 H 0.203
62 H 0.250
63 H 0.244
64 H 0.220
65 H 0.224
66 H 0.219
67 H 0.243
68 H 0.222
69 H 0.251